Record 1
C26H33BrCl5N5NiS2Te | ωB97M-V/def2-TZVPD

- E (Ha) = -8731.99257
- energy above the lowest of the compared OMol25 structures with the same formula, charge and spin (kJ/mol) = 0.0
- orbital gap (alpha / beta) (Ha) = 0.2235 / 0.2215
- <S²> = 2.016
- 2S+1 = 3
- LUMO energy (alpha / beta) (eV) = 0.27 / 0.19

Structure (XYZ):
```
74
C26H33BrCl5N5NiS2Te, DFT ωB97M-V/def2-TZVPD
Ni 1.603 0.496 0.885
Cl 2.587 0.311 3.109
C 3.267 1.780 2.480
C 2.803 2.112 1.207
C 3.300 3.310 0.712
Cl 2.791 3.852 -0.857
C 4.207 4.107 1.412
Cl 4.796 5.586 0.747
C 4.659 3.702 2.666
Cl 5.804 4.656 3.527
C 4.180 2.516 3.216
Cl 4.722 1.976 4.760
C -1.162 4.439 2.624
C -2.092 3.648 1.705
N -2.251 2.268 2.144
C -3.494 1.963 2.837
C -4.633 1.670 1.862
C -1.304 1.337 1.885
C -1.490 -0.054 2.418
N -0.233 1.564 1.199
H -1.120 5.479 2.301
H -0.154 4.026 2.612
H -1.536 4.411 3.647
H -1.721 3.677 0.677
H -3.080 4.108 1.700
H -3.752 2.821 3.462
H -3.352 1.110 3.496
H -4.839 2.539 1.237
H -5.536 1.419 2.417
H -4.375 0.833 1.216
H -1.589 -0.064 3.503
H -0.601 -0.611 2.130
H -2.355 -0.542 1.969
H -0.155 2.514 0.850
Te 1.532 -1.919 0.206
C 0.830 -3.389 1.518
C 0.221 -3.268 2.733
C -0.286 -4.490 3.246
C -0.051 -5.542 2.424
S 0.812 -5.054 1.019
H 0.134 -2.322 3.244
H -0.817 -4.567 4.183
H -0.331 -6.574 2.548
Br 2.972 2.549 -5.405
C 2.557 1.758 -3.735
C 3.528 1.056 -3.042
C 3.189 0.526 -1.810
N 1.981 0.668 -1.268
C 1.048 1.317 -1.964
C 1.284 1.879 -3.206
H 4.519 0.924 -3.448
H 3.914 -0.038 -1.236
H 0.074 1.384 -1.493
H 0.506 2.404 -3.740
C 0.832 -5.053 -3.236
C -0.623 -5.195 -2.791
N -1.034 -4.157 -1.862
C -1.209 -2.858 -2.166
S -1.338 -1.745 -0.916
N -1.303 -2.504 -3.469
C -1.472 -1.129 -3.910
C -2.901 -0.615 -3.759
H 1.087 -5.858 -3.924
H 1.494 -5.108 -2.373
H 0.995 -4.097 -3.731
H -0.750 -6.149 -2.278
H -1.291 -5.189 -3.656
H -0.804 -4.327 -0.893
H -1.484 -3.225 -4.147
H -1.158 -1.082 -4.954
H -0.798 -0.518 -3.310
H -3.600 -1.222 -4.335
H -2.964 0.417 -4.104
H -3.189 -0.648 -2.712
```

Atom charges from the Löwdin analysis, given in e for atoms 1 to 4: 0.0980, 0.7283, -0.6774, -0.2330

---

Record 2
C26H33BrN2NaO6P2S2 | ωB97M-V/def2-TZVPD

- E (Ha) = -5787.02460
- charge = -1
- energy above the lowest of the compared OMol25 structures with the same formula, charge and spin (kJ/mol) = 95.5
- orbital gap (Ha) = 0.2007
- 2S+1 = 1
- LUMO energy (eV) = 1.94

Structure (XYZ):
```
73
C26H33BrN2NaO6P2S2, DFT ωB97M-V/def2-TZVPD
Na 0.665 -0.055 -0.336
S 5.195 1.630 -1.105
C 5.486 -0.051 -1.117
C 4.328 -0.755 -0.945
C 3.124 0.021 -0.798
C 3.478 1.344 -0.869
C 2.584 2.507 -0.728
C 3.092 3.812 -0.636
C 2.235 4.877 -0.463
C 0.871 4.635 -0.373
C 0.456 3.322 -0.486
N 1.260 2.283 -0.677
H 6.489 -0.432 -1.244
H 4.349 -1.842 -0.913
H 4.160 3.974 -0.686
H 2.628 5.884 -0.384
H 0.155 5.426 -0.198
H -0.598 3.078 -0.402
C -3.085 3.897 0.192
O -3.763 3.084 -0.774
P -2.934 1.819 -1.379
O -4.224 0.949 -1.880
C -5.239 0.591 -0.953
O -2.552 2.314 -2.880
C -1.180 2.330 -3.283
H -3.849 4.445 0.740
H -2.427 4.611 -0.307
H -2.505 3.291 0.894
H -5.552 1.449 -0.358
H -4.899 -0.212 -0.293
H -6.086 0.228 -1.534
H -1.154 2.090 -4.346
H -0.588 1.600 -2.731
H -0.751 3.320 -3.126
S -0.199 1.726 2.426
C 0.182 0.864 3.902
C -0.768 0.083 4.582
C -0.458 -0.611 5.741
C 0.821 -0.556 6.280
C 1.780 0.210 5.625
C 1.469 0.900 4.466
H -1.775 0.040 4.182
H -1.227 -1.199 6.233
H 1.066 -1.097 7.186
H 2.787 0.268 6.022
H 2.227 1.484 3.959
C -1.992 -1.060 1.278
O -1.277 -1.135 0.015
P -2.110 -1.803 -1.215
O -1.473 -0.824 -2.354
C -1.966 -0.980 -3.686
O -1.234 -3.120 -1.610
C -1.521 -4.309 -0.880
H -1.469 -0.315 1.879
H -1.987 -2.041 1.755
H -3.017 -0.728 1.104
H -2.379 -0.028 -4.014
H -2.750 -1.739 -3.736
H -1.140 -1.285 -4.328
H -0.994 -5.125 -1.371
H -2.594 -4.523 -0.874
H -1.165 -4.226 0.150
Br 0.988 -2.992 2.095
C 1.646 -3.518 0.388
C 2.239 -4.771 0.250
C 2.706 -5.107 -1.006
C 2.576 -4.195 -2.049
C 1.984 -2.975 -1.783
N 1.519 -2.648 -0.578
H 2.323 -5.436 1.096
H 3.185 -6.064 -1.166
H 2.939 -4.418 -3.042
H 1.888 -2.211 -2.545
```

Atom charges from the Löwdin analysis, given in e for atoms 1 to 4: 0.2224, 0.9330, -0.4773, -0.2652

---

Record 3
C26H33Cl2N3Si2Tc | ωB97M-V/def2-TZVPD

- E (Ha) = -2754.55410
- charge = +2
- energy above the lowest of the compared OMol25 structures with the same formula, charge and spin (kJ/mol) = 14.6
- orbital gap (alpha / beta) (Ha) = 0.2534 / 0.2311
- <S²> = 3.796
- 2S+1 = 4
- LUMO energy (alpha / beta) (eV) = -6.55 / -7.57

Structure (XYZ):
```
67
C26H33Cl2N3Si2Tc, DFT ωB97M-V/def2-TZVPD
Tc 0.312 -1.044 0.250
C 2.940 -1.137 -3.302
C 1.816 -1.288 -2.488
N 1.742 -0.760 -1.273
C 2.801 -0.029 -0.795
C 3.979 0.139 -1.539
C 4.019 -0.435 -2.827
C 5.051 0.861 -0.959
C 4.923 1.355 0.307
C 3.728 1.200 1.046
C 2.655 0.546 0.493
N 1.396 0.328 1.064
C 0.897 0.909 2.238
C 1.235 2.119 2.792
C 0.651 2.524 4.013
C -0.249 1.735 4.671
C -0.643 0.497 4.107
C -1.552 -0.398 4.711
C -1.858 -1.583 4.095
C -1.301 -1.864 2.843
N -0.466 -1.038 2.234
C -0.090 0.117 2.876
H 2.942 -1.580 -4.287
H 0.955 -1.848 -2.830
H 4.908 -0.316 -3.434
H 5.965 0.996 -1.521
H 5.746 1.884 0.766
H 3.682 1.596 2.049
H 1.939 2.776 2.302
H 0.938 3.479 4.431
H -0.672 2.045 5.617
H -1.995 -0.143 5.666
H -2.534 -2.296 4.543
H -1.560 -2.774 2.320
Cl -0.342 -3.379 -0.668
C 1.053 -4.282 0.043
Cl 1.982 -3.210 1.093
H 1.673 -4.618 -0.780
H 0.643 -5.100 0.623
C -2.236 2.873 -1.365
Si -0.866 1.619 -1.590
C -0.803 1.116 -3.387
C 0.714 2.516 -1.142
C -1.238 0.129 -0.403
Si -2.804 -0.862 -0.935
C -4.270 0.276 -1.126
C -2.461 -1.747 -2.559
C -3.372 -2.091 0.370
H -1.861 3.826 -1.746
H -2.515 3.031 -0.322
H -3.138 2.637 -1.925
H -0.532 2.005 -3.963
H -1.775 0.785 -3.755
H -0.069 0.345 -3.627
H 0.676 3.484 -1.647
H 1.626 2.024 -1.477
H 0.792 2.721 -0.073
H -1.519 0.665 0.521
H -4.282 0.822 -2.068
H -4.356 0.997 -0.312
H -5.164 -0.352 -1.102
H -2.838 -1.152 -3.392
H -2.972 -2.711 -2.601
H -1.404 -1.918 -2.766
H -3.632 -1.563 1.291
H -2.716 -2.923 0.621
H -4.296 -2.533 -0.010
```

Atom charges from the Löwdin analysis, given in e for atoms 1 to 4: 1.3359, -0.0029, -0.1126, -0.0469

---

Record 4
C26H33ClNRu | ωB97M-V/def2-TZVPD

- E (Ha) = -1619.93418
- charge = +1
- energy above the lowest of the compared OMol25 structures with the same formula, charge and spin (kJ/mol) = 66.3
- orbital gap (alpha / beta) (Ha) = 0.2270 / 0.2242
- <S²> = 6.047
- 2S+1 = 5
- LUMO energy (alpha / beta) (eV) = -2.41 / -5.43

Structure (XYZ):
```
62
C26H33ClNRu, DFT ωB97M-V/def2-TZVPD
C 1.333 1.905 -1.577
C 0.238 2.448 -0.805
C -0.960 2.312 -1.590
C -0.623 1.620 -2.805
C 0.797 1.385 -2.802
Ru -0.099 0.293 -1.100
C -0.590 -2.390 0.352
C 0.633 -1.549 -0.122
H 1.349 -1.311 0.678
C 1.068 -1.429 -1.469
H 0.621 -2.088 -2.216
H 2.114 -1.147 -1.632
C -0.182 -3.497 1.327
H 0.349 -3.078 2.193
H -1.065 -4.034 1.705
H 0.474 -4.219 0.816
C -1.339 -3.009 -0.854
H -1.531 -2.281 -1.668
H -0.754 -3.853 -1.238
H -2.331 -3.375 -0.538
C 0.335 3.080 0.536
H 1.155 2.648 1.117
H 0.504 4.163 0.468
H -0.582 2.921 1.114
C -2.281 2.883 -1.227
H -2.594 2.562 -0.226
H -2.252 3.982 -1.231
H -3.056 2.564 -1.931
C -1.556 1.245 -3.897
H -2.558 1.032 -3.507
H -1.649 2.048 -4.641
H -1.193 0.351 -4.415
C 1.578 0.811 -3.930
H 1.069 -0.042 -4.387
H 1.724 1.558 -4.722
H 2.564 0.472 -3.602
C 2.773 1.916 -1.207
H 3.167 0.901 -1.041
H 3.381 2.387 -1.995
H 2.911 2.472 -0.274
C -1.746 -0.280 0.045
C -1.512 -1.395 0.946
C -3.089 0.003 -0.237
C -2.585 -1.828 1.850
H -0.946 -0.431 1.367
C -4.122 -0.497 0.554
H -3.319 0.531 -1.147
C -3.847 -1.344 1.633
H -2.347 -2.480 2.691
H -5.149 -0.262 0.274
H -4.666 -1.641 2.285
Cl 2.196 -1.475 6.464
C 2.456 -0.819 4.897
C 3.593 -0.042 4.621
C 3.760 0.486 3.336
C 2.779 0.196 2.370
N 1.708 -0.557 2.641
C 1.517 -1.037 3.872
H 4.302 0.139 5.413
H 4.604 1.102 3.050
H 2.873 0.586 1.351
H 0.600 -1.609 4.063
```

Atom charges from the Löwdin analysis, given in e for atoms 1 to 4: -0.2882, -0.2875, -0.2729, -0.2863

---

Record 5
C26H33F3O4P | ωB97M-V/def2-TZVPD

- E (Ha) = -1952.44871
- charge = -1
- orbital gap (Ha) = 0.1275
- 2S+1 = 1
- LUMO energy (eV) = 2.09

Structure (XYZ):
```
67
C26H33F3O4P, DFT ωB97M-V/def2-TZVPD
C 0.240 -1.166 -0.238
O -0.763 -1.655 -1.100
C -0.813 -1.045 -2.376
C -2.247 -0.797 -2.819
C -2.831 0.552 -2.381
C -2.583 1.016 -0.928
C -3.844 1.124 -0.003
C -4.179 -0.029 0.929
C -4.405 -1.368 0.198
P -5.958 -1.511 -0.689
O -6.974 -2.350 -0.034
O -6.575 -0.099 -1.133
O -5.554 -2.084 -2.177
H -0.100 -1.325 0.781
H 1.175 -1.719 -0.396
H 0.393 -0.092 -0.368
H -0.332 -1.726 -3.095
H -0.255 -0.107 -2.416
H -2.866 -1.645 -2.523
H -2.234 -0.808 -3.916
H -3.909 0.567 -2.574
H -2.403 1.300 -3.056
H -1.850 0.394 -0.416
H -2.145 2.020 -0.992
H -4.688 1.411 -0.644
H -3.665 1.990 0.646
H -3.262 -0.191 1.523
H -4.493 -2.152 0.954
H -3.561 -1.659 -0.466
H -6.122 0.199 -1.927
H -4.935 -2.800 -2.006
F 0.176 0.467 2.313
C 0.235 0.522 3.658
C 0.544 1.725 4.260
C 0.623 1.772 5.644
C 0.403 0.628 6.397
C 0.098 -0.569 5.764
C 0.001 -0.628 4.383
H 0.717 2.601 3.651
H 0.857 2.708 6.135
H 0.465 0.670 7.476
H -0.081 -1.461 6.350
H -0.253 -1.545 3.869
F 3.024 -0.408 5.011
C 4.036 -0.565 4.143
C 3.829 -0.246 2.815
C 4.877 -0.412 1.922
C 6.104 -0.893 2.359
C 6.286 -1.209 3.698
C 5.247 -1.044 4.603
H 2.863 0.120 2.492
H 4.732 -0.164 0.879
H 6.917 -1.022 1.656
H 7.239 -1.588 4.042
H 5.366 -1.279 5.652
F 0.291 1.663 -3.678
C 1.290 1.566 -4.571
C 1.046 1.904 -5.887
C 2.083 1.801 -6.803
C 3.335 1.361 -6.397
C 3.553 1.023 -5.069
C 2.527 1.127 -4.141
H 0.060 2.238 -6.180
H 1.910 2.066 -7.837
H 4.139 1.279 -7.117
H 4.527 0.675 -4.750
H 2.673 0.872 -3.100
```

Atom charges from the Löwdin analysis, given in e for atoms 1 to 4: -0.1239, -0.1931, -0.2465, -0.1823

---

Record 6
C26H33GdO4 | ωB97M-V/def2-TZVPD

- E (Ha) = -2076.87492
- energy above the lowest of the compared OMol25 structures with the same formula, charge and spin (kJ/mol) = 93.0
- orbital gap (alpha / beta) (Ha) = 0.2474 / 0.1296
- <S²> = 15.818
- 2S+1 = 8
- LUMO energy (alpha / beta) (eV) = 0.34 / -1.75

Structure (XYZ):
```
64
C26H33GdO4, DFT ωB97M-V/def2-TZVPD
O -0.178 2.603 -0.955
C -1.538 2.508 -1.601
C -1.252 3.616 -2.583
H -2.274 2.749 -0.824
H -1.706 1.521 -2.031
C 0.133 3.744 -1.898
H -1.913 4.470 -2.438
H -1.197 3.322 -3.631
C 0.230 5.048 -1.122
H -0.730 5.180 -0.588
H 0.381 5.887 -1.830
H 1.050 5.035 -0.386
C 1.376 3.320 -2.684
H 1.121 2.423 -3.283
H 2.199 3.029 -1.998
H 1.734 4.139 -3.336
Gd 0.486 1.325 0.631
C 2.934 -1.764 1.147
C 1.849 -2.674 1.177
C 1.441 -2.920 -0.164
H 1.421 -3.106 2.074
C 2.251 -2.108 -1.022
C 3.219 -1.460 -0.220
H 4.034 -0.849 -0.573
H 3.449 -1.356 2.009
H 0.672 -3.629 -0.493
H 2.133 -1.996 -2.096
C 1.922 1.294 2.504
C 2.689 1.752 1.360
C 2.201 3.068 1.016
H 3.446 1.173 0.804
C 1.081 3.378 1.862
C 0.906 2.290 2.793
H 0.130 2.252 3.572
H 2.105 0.358 3.047
H 2.657 3.743 0.287
H 0.505 4.311 1.824
O -1.574 -0.283 -2.553
C -0.826 -1.042 -3.546
C -1.851 -2.050 -4.058
H 0.076 -1.530 -3.118
H -0.455 -0.345 -4.300
C -2.725 -2.349 -2.795
H -1.436 -2.915 -4.579
H -2.465 -1.463 -4.777
C -2.479 -1.176 -1.847
H -2.527 -3.312 -2.272
H -3.793 -2.341 -3.060
H -2.024 -1.543 -0.864
H -3.396 -0.591 -1.566
O -2.260 -1.547 0.975
C -1.289 -1.373 1.723
O -0.461 -0.364 1.659
C -1.034 -2.352 2.826
C -0.394 -1.949 4.010
C -0.232 -2.864 5.052
C -0.732 -4.169 4.941
C -1.395 -4.558 3.772
C -1.554 -3.654 2.723
H 0.003 -0.935 4.110
H 0.294 -2.574 5.959
H -0.607 -4.880 5.762
H -1.772 -5.574 3.670
H -2.063 -3.943 1.804
```

Atom charges from the Löwdin analysis, given in e for atoms 1 to 4: -0.3375, -0.0932, -0.0650, 0.1339

---

Record 7
C26H33N3O2 | ωB97M-V/def2-TZVPD

- E (Ha) = -1325.28114
- energy above the lowest of the compared OMol25 structures with the same formula, charge and spin (kJ/mol) = 263.8
- orbital gap (Ha) = 0.3397
- structure (SMILES) = COc1cccc(C[C@@]2(CO)CCCN(Cc3c(C)cc(C)cc3-n3cccn3)C2)c1
- 2S+1 = 1
- LUMO energy (eV) = 0.73

Structure (XYZ):
```
64
C26H33N3O2, DFT ωB97M-V/def2-TZVPD
C 5.003 3.895 -1.691
H 4.832 3.544 -2.714
O 4.280 3.135 -0.754
C 4.553 1.804 -0.646
C 3.818 1.117 0.320
C 3.994 -0.240 0.531
C 4.946 -0.914 -0.229
C 5.678 -0.240 -1.186
C 5.489 1.115 -1.408
H 6.076 1.615 -2.161
H 6.414 -0.770 -1.773
H 5.116 -1.968 -0.065
C 3.187 -0.960 1.574
H 2.994 -0.275 2.403
H 3.768 -1.800 1.960
C 1.827 -1.513 1.081
C 1.127 -2.165 2.285
C -0.339 -2.482 2.004
C -1.050 -1.240 1.481
N -0.404 -0.785 0.261
C 0.958 -0.361 0.555
H 1.402 0.033 -0.364
H 0.952 0.455 1.301
C -1.126 0.295 -0.412
C -2.591 0.026 -0.640
C -3.561 0.916 -0.170
C -4.909 0.728 -0.443
C -5.335 -0.368 -1.173
C -4.374 -1.255 -1.636
C -3.020 -1.071 -1.397
C -2.050 -2.059 -1.964
H -2.517 -2.629 -2.763
H -1.168 -1.563 -2.360
H -1.726 -2.759 -1.196
H -4.688 -2.111 -2.216
C -6.787 -0.570 -1.481
H -7.040 -0.066 -2.413
H -7.411 -0.153 -0.694
H -7.017 -1.626 -1.595
H -5.616 1.458 -0.079
N -3.226 2.076 0.565
C -2.646 2.159 1.783
C -2.579 3.493 2.105
C -3.155 4.146 1.006
N -3.547 3.280 0.094
H -3.296 5.197 0.849
H -2.179 3.933 2.996
H -2.361 1.284 2.330
H -1.010 1.240 0.143
H -0.643 0.436 -1.388
H -2.096 -1.467 1.260
H -1.020 -0.456 2.261
H -0.409 -3.281 1.267
H -0.825 -2.819 2.922
H 1.657 -3.077 2.565
H 1.180 -1.475 3.132
C 2.085 -2.527 -0.050
H 2.667 -3.371 0.334
O 0.928 -3.071 -0.624
H 0.288 -2.340 -0.690
H 2.681 -2.026 -0.829
H 3.110 1.683 0.905
H 4.631 4.914 -1.594
H 6.077 3.881 -1.477
```

Atom charges from the Löwdin analysis, given in e for atoms 1 to 4: -0.0925, 0.0950, -0.0839, -0.2663